No. 1
Here is a 6-piece molecular cluster, C30H59F9O8S overall from the OMol25 dataset. Energies are from wB97M-V/def2-TZVPD.

## Properties
SMILES ... O=C1C=C(CCCCC(F)(F)C(F)(F)S(F)(F)(F)(F)F)C(=O)O1.CCOCC.CCOCC.CCOCC.CCOCC.CCOCC

CARTESIAN COORDINATES (ANGSTROEM)
O  9.6570  -2.5719  1.0682
C  9.0643  -1.8497  0.2373
C  7.4799  -1.9460  0.0417
C  7.1980  -1.0129  -0.9926
C  5.7575  -0.6885  -1.6526
C  4.7875  0.1119  -0.6261
C  3.4315  -0.7966  -0.5136
C  2.3110  0.1515  0.0953
C  0.8943  -0.4719  0.4294
F  -0.1729  0.3516  -0.0803
F  0.7489  -0.3136  1.8726
C  0.6512  -2.0257  0.1617
F  -0.5675  -2.3353  0.8708
F  1.6069  -2.9045  0.7841
S  0.3729  -2.5836  -1.5860
F  -1.2273  -2.0290  -1.5044
F  -0.2239  -4.0605  -1.0027
F  1.8711  -3.2973  -1.7253
F  0.8394  -1.1595  -2.2886
F  0.0291  -3.1558  -3.1254
C  8.5870  -0.3327  -1.4600
O  8.6354  0.5011  -2.3835
O  9.6252  -0.8895  -0.6584
H  6.7717  -2.6210  0.6206
H  5.8767  -0.1168  -2.6471
H  5.3253  -1.7238  -1.9281
H  5.2873  0.1497  0.4010
H  4.5649  1.1816  -0.9641
H  3.2494  -1.1901  -1.5646
H  3.7121  -1.6236  0.2439
H  2.7423  0.6696  1.0335
H  2.1453  1.0143  -0.6595
C  -6.8144  -2.3475  -2.5714
C  -6.6211  -0.9077  -2.1248
O  -6.3974  -0.7718  -0.7282
C  -5.2520  -1.4332  -0.2062
C  -3.9465  -0.9635  -0.8240
H  -7.6524  -2.8043  -2.0359
H  -7.0177  -2.3890  -3.6447
H  -5.9307  -2.9572  -2.3760
H  -7.5305  -0.3456  -2.3508
H  -5.8139  -0.4262  -2.6856
H  -5.3661  -2.5181  -0.3028
H  -5.2325  -1.2200  0.8664
H  -3.9080  -1.1584  -1.8976
H  -3.1014  -1.4752  -0.3596
H  -3.8233  0.1142  -0.6827
C  -0.6046  3.1073  -3.4639
C  0.2256  2.9731  -2.1981
O  1.6259  3.0941  -2.4206
C  2.0731  4.3248  -2.9758
C  1.7437  5.5330  -2.1162
H  -0.3006  2.3580  -4.2014
H  -1.6655  2.9700  -3.2393
H  -0.4864  4.0882  -3.9273
H  0.0633  1.9793  -1.7759
H  -0.0997  3.6884  -1.4364
H  1.6817  4.4447  -3.9912
H  3.1597  4.2452  -3.0719
H  0.6673  5.6657  -1.9916
H  2.1435  6.4426  -2.5708
H  2.1770  5.4212  -1.1183
C  0.6269  -2.3666  4.5068
C  1.3373  -3.5553  3.8994
O  2.0318  -4.3565  4.8463
C  1.2439  -4.9448  5.8729
C  0.1595  -5.8708  5.3496
H  1.3391  -1.7321  5.0440
H  0.1460  -1.7745  3.7244
H  -0.1445  -2.6663  5.2182
H  2.0857  -3.1864  3.1945
H  0.6436  -4.1725  3.3200
H  0.8209  -4.1664  6.5167
H  1.9305  -5.5224  6.4983
H  -0.5612  -5.3438  4.7215
H  -0.3872  -6.3231  6.1808
H  0.5984  -6.6690  4.7444
C  6.0337  0.3976  5.5491
C  5.5619  1.4997  4.6149
O  4.5925  1.0663  3.6692
C  3.3798  0.5462  4.2013
C  2.6196  1.5413  5.0606
H  6.4509  -0.4363  4.9762
H  6.8015  0.7773  6.2281
H  5.2185  0.0010  6.1565
H  6.4168  1.8624  4.0393
H  5.1834  2.3579  5.1786
H  3.5761  -0.3807  4.7505
H  2.7559  0.2715  3.3459
H  3.1935  1.8475  5.9374
H  1.6815  1.1027  5.4097
H  2.3914  2.4446  4.4876
C  -6.8112  2.5049  -3.7095
C  -7.2787  3.6177  -4.6329
O  -8.2406  3.1949  -5.5898
C  -9.4546  2.6666  -5.0722
C  -10.2228  3.6491  -4.2050
H  -6.3889  1.6788  -4.2902
H  -6.0484  2.8770  -3.0204
H  -7.6297  2.0994  -3.1126
H  -6.4206  3.9891  -5.1983
H  -7.6623  4.4682  -4.0608
H  -9.2604  1.7331  -4.5333
H  -10.0705  2.4011  -5.9361
H  -9.6556  3.9448  -3.3203
H  -11.1623  3.2042  -3.8681
H  -10.4488  4.5591  -4.7677

=====

No. 2
Here is C6H7F in the gas phase from the OMol25 dataset. Energies are from wB97M-V/def2-TZVPD.

## Properties
SMILES ... CCC#C/C=C\F
ΔE to the lowest compared entry with this formula, charge and spin ... 41.5 kcal per mole

CARTESIAN COORDINATES (ANGSTROEM)
C  -0.0938  0.6347  2.3161
C  -0.3654  1.5091  1.0573
C  -0.1701  0.7897  -0.1977
C  -0.0677  -0.0328  -1.1182
C  0.0110  -0.8229  -2.3609
C  0.5018  -2.0759  -2.2459
F  0.7653  -2.6601  -1.0419
H  0.9511  0.2988  2.4322
H  -0.6589  -0.2822  2.4302
H  -0.3739  1.3054  3.1229
H  -1.3590  2.0195  1.0169
H  0.3673  2.3778  1.0720
H  -0.2682  -0.3869  -3.2855
H  0.7605  -2.6743  -3.1976

=====

No. 3
Here is C4H4O3 in the gas phase from the OMol25 dataset. Energies are from wB97M-V/def2-TZVPD.

## Properties
SMILES ... CC(=O)C(=O)C=O
ΔE to the lowest compared entry with this formula, charge and spin ... 32.6 kcal per mole

CARTESIAN COORDINATES (ANGSTROEM)
C  -1.7529  0.1195  -0.4405
C  -0.2942  -0.2275  -0.4912
O  0.2236  -0.5228  -1.5439
C  0.6071  -0.2055  0.7466
O  0.2233  -0.4389  1.8679
C  2.0827  0.1296  0.4899
O  2.4436  0.7980  -0.4422
H  -2.0901  0.6561  0.4510
H  -2.3664  -0.7769  -0.5752
H  -1.8515  0.6919  -1.3641
H  2.7684  -0.2323  1.2801

=====

No. 4
Here is a 2-piece molecular cluster, C5H10 overall from the OMol25 dataset. Energies are from wB97M-V/def2-TZVPD.

## Properties
SMILES ... C=CC.C=C
ΔE to the lowest compared entry with this formula, charge and spin ... 101.1 kcal per mole

CARTESIAN COORDINATES (ANGSTROEM)
C  0.3391  1.8868  1.2889
C  -0.7790  1.1703  0.9578
C  -1.1512  -0.2192  1.3742
H  0.1896  2.9418  1.7391
H  1.4631  1.7141  1.0032
H  -1.6166  1.7901  0.6261
H  -2.2292  -0.2582  1.5928
H  -0.6564  -0.4164  2.2828
H  -0.8042  -0.9881  0.6861
C  0.7705  -2.0038  -1.9833
C  0.9735  -0.6188  -1.8238
H  -0.0855  -2.4692  -1.5692
H  1.4939  -2.5516  -2.5699
H  0.1015  0.1654  -1.7945
H  1.9908  -0.1432  -1.8104

=====

No. 5
Here is C18H25BBr2F4O6Ta as an isolated structure from the OMol25 dataset. Energies are from wB97M-V/def2-TZVPD.

## Properties
Net charge ... +1
ΔE to the lowest compared entry with this formula, charge and spin ... 19.5 kcal per mole

CARTESIAN COORDINATES (ANGSTROEM)
Ta  8.0211  15.4090  5.5837
O  4.8439  18.5082  5.6727
C  5.9009  17.7548  5.4722
O  5.9769  16.5917  5.8016
C  7.1134  18.4226  4.8261
O  8.2108  17.6869  5.2702
C  9.0453  18.1868  6.2855
C  8.9824  17.2782  7.5948
O  9.5709  17.6125  8.5662
O  8.2372  16.1837  7.3971
H  4.1812  18.0615  6.2285
H  6.9943  18.2322  3.7410
H  7.1898  19.5003  5.0452
H  10.1306  18.0833  6.0640
H  8.7903  19.1738  6.5278
C  7.5160  7.4531  7.4639
C  6.4338  8.2490  6.6671
C  5.0833  8.1080  7.4334
C  6.2952  7.6257  5.2633
C  6.9695  9.7464  6.5567
C  6.0800  10.8602  6.6113
C  6.5566  12.0987  6.3472
Br  5.6077  13.7810  6.6935
C  7.9350  12.3277  6.1458
O  8.3871  13.6048  5.9233
C  8.8247  11.2653  6.1925
C  8.2965  10.0101  6.4315
C  10.3964  11.4217  6.0610
C  10.8753  11.9976  7.3665
C  10.7773  12.2997  4.8766
C  11.0607  10.0897  5.8057
H  7.0334  6.5836  7.8680
H  7.7347  8.0944  8.3477
H  8.4133  7.2309  6.8836
H  4.9318  7.0286  7.5485
H  4.1924  8.5472  6.9789
H  5.0746  8.6001  8.4459
H  6.0681  6.5569  5.3587
H  7.1379  7.7925  4.6327
H  5.3391  8.0451  4.7642
H  5.0115  10.7409  6.5956
H  8.9656  9.1349  6.5003
H  10.6795  13.0769  7.3932
H  11.9799  11.9273  7.3004
H  10.5207  11.5106  8.2312
H  10.3616  13.2793  4.9629
H  10.3508  11.9127  3.9176
H  11.9107  12.4853  4.7883
H  10.7730  9.4724  6.6727
H  12.1359  10.1943  5.7276
H  10.6361  9.6822  4.8976
F  9.7959  15.7350  5.1881
B  14.5198  15.0282  6.9592
F  15.5063  15.3536  6.1207
F  13.8651  16.0555  7.5015
F  14.2355  13.7733  7.0935
Br  7.0334  15.0635  3.2926

=====

No. 6
Here is a 2-piece molecular cluster, C3H7O overall from the OMol25 dataset. Energies are from wB97M-V/def2-TZVPD.

## Properties
Net charge ... -1
ΔE to the lowest compared entry with this formula, charge and spin ... 26.8 kcal per mole

CARTESIAN COORDINATES (ANGSTROEM)
O  1.8334  -1.0450  1.5696
H  1.2889  -0.3240  1.9271
C  -0.4703  0.6908  -1.8715
C  -0.4021  0.4761  -0.4948
C  -1.3918  0.0861  0.3950
H  0.2765  1.2428  -2.4310
H  1.3523  -1.2567  0.7587
H  -1.4602  0.6053  -2.3273
H  0.5847  0.5988  -0.0489
H  -1.2324  -0.2119  1.4195
H  -2.4302  0.0465  0.1068

=====

no.,LUMO level (eV),frontier orbital gap (eV),DFT total energy (eV)
1,-1.60,8.1,-83731.80455
2,1.05,9.8,-9050.05653
3,-1.12,8.6,-10353.79649
4,0.87,9.3,-5342.88159
5,-4.40,7.4,-184542.93612
6,4.59,5.5,-5270.52504